{
  "formula": "C49H39CdF3N4OS3Sb",
  "method": "ωB97M-V with the def2-TZVPD basis set",
  "e_lumo_ev": -2.3746,
  "fmax_ha_per_bohr": 0.0188,
  "multiplicity": 1,
  "gap_ev": 7.440,
  "e_above_lowest_kj_mol": 140.4,
  "charge": 1,
  "elements": ["Cd", "C", "N", "C", "C", "C", "C", "C", "C", "N", "C", "C", "C", "C", "C", "C", "N", "C", "C", "C", "C", "C", "N", "H", "H", "H", "H", "H", "H", "H", "H", "H", "H", "H", "H", "H", "H", "H", "H", "H", "H", "O", "C", "C", "C", "C", "C", "S", "C", "C", "C", "C", "S", "C", "C", "C", "C", "S", "H", "H", "H", "H", "H", "H", "H", "H", "H", "F", "C", "C", "C", "C", "C", "C", "Sb", "C", "C", "C", "C", "F", "C", "C", "C", "C", "C", "C", "F", "C", "C", "H", "H", "H", "H", "H", "H", "H", "H", "H", "H", "H", "H"],
  "xyz": [[0.10, -0.61, 0.64], [2.75, -2.26, 1.73], [2.45, -1.10, 0.90], [3.04, 0.13, 1.47], [2.15, 1.36, 1.66], [2.76, 2.55, 2.05], [2.00, 3.69, 2.20], [0.63, 3.61, 2.00], [0.09, 2.39, 1.67], [0.83, 1.29, 1.51], [2.81, -1.35, -0.53], [1.91, -0.65, -1.56], [2.46, -0.88, -2.99], [1.60, -1.70, -3.95], [0.12, -1.42, -3.78], [-0.33, -1.12, -2.42], [0.56, -1.09, -1.34], [1.62, -2.74, 2.63], [1.91, -3.70, 3.58], [0.90, -4.19, 4.38], [-0.39, -3.68, 4.22], [-0.58, -2.72, 3.25], [0.39, -2.25, 2.46], [3.63, -2.08, 2.36], [3.02, -3.11, 1.09], [3.89, 0.45, 0.87], [3.42, -0.10, 2.47], [3.83, 2.57, 2.21], [2.47, 4.62, 2.47], [-0.01, 4.48, 2.09], [-0.98, 2.28, 1.52], [2.66, -2.42, -0.71], [3.86, -1.10, -0.72], [3.43, -1.39, -2.90], [1.73, -2.76, -3.72], [-0.52, -2.05, -4.40], [-1.32, -1.49, -2.16], [2.92, -4.07, 3.69], [1.10, -4.95, 5.13], [-1.21, -4.03, 4.82], [-1.57, -2.31, 3.09], [2.05, 0.79, -1.33], [2.89, 1.42, -2.33], [4.37, 1.44, -1.92], [5.40, 0.71, -2.44], [6.65, 0.98, -1.82], [6.56, 1.91, -0.84], [4.95, 2.49, -0.68], [2.36, 2.81, -2.53], [3.00, 3.90, -3.04], [2.17, 5.05, -3.12], [0.91, 4.81, -2.65], [0.73, 3.19, -2.13], [2.72, 0.50, -3.51], [2.83, 0.77, -4.80], [2.59, -0.31, -5.77], [2.03, -1.46, -5.38], [-0.50, 0.29, -3.66], [5.29, 0.02, -3.27], [7.58, 0.50, -2.11], [7.34, 2.31, -0.21], [4.03, 3.88, -3.37], [2.50, 6.00, -3.50], [0.08, 5.49, -2.60], [3.03, 1.77, -5.16], [2.84, -0.15, -6.81], [1.81, -2.24, -6.10], [-7.25, 0.60, 5.93], [-6.30, 0.42, 5.01], [-6.67, 0.20, 3.70], [-5.68, 0.02, 2.75], [-4.33, 0.05, 3.12], [-3.99, 0.29, 4.45], [-4.98, 0.47, 5.41], [-2.84, -0.26, 1.64], [-3.49, 1.16, 0.17], [-4.45, 2.13, 0.45], [-4.72, 3.13, -0.47], [-4.02, 3.16, -1.66], [-4.27, 4.14, -2.54], [-3.04, 2.23, -1.96], [-2.78, 1.24, -1.03], [-3.46, -2.21, 0.94], [-2.63, -2.88, 0.04], [-2.87, -4.20, -0.33], [-3.94, -4.85, 0.25], [-4.17, -6.13, -0.08], [-4.78, -4.23, 1.15], [-4.53, -2.91, 1.50], [-7.72, 0.17, 3.44], [-5.95, -0.15, 1.72], [-2.95, 0.32, 4.75], [-4.74, 0.66, 6.45], [-5.00, 2.11, 1.38], [-5.47, 3.89, -0.27], [-2.51, 2.28, -2.90], [-2.00, 0.51, -1.27], [-1.78, -2.39, -0.40], [-2.24, -4.71, -1.04], [-5.60, -4.78, 1.58], [-5.18, -2.44, 2.22]]
}